Record 1
Formula: C35H68BrF3N3O4S2
Source: OMol25
Level of theory: the ωB97M-V functional and the def2-TZVPD basis

Atoms and positions in Å:
H1 -4.92468 1.11658 -0.26640
H2 -6.70944 -3.87392 -0.32820
C1 -2.94853 0.26750 -1.70710
H3 1.71329 0.05920 2.66385
C2 1.78153 -1.76398 1.48934
C3 -1.47193 3.33364 4.04851
H4 -2.80939 4.28346 5.41653
H5 3.95782 3.99663 -0.07299
H6 8.60819 1.65787 -0.21848
H7 -10.69868 -4.89735 -0.97250
H8 5.48485 -2.42226 2.55741
H9 -0.68148 3.48751 4.77920
H10 -1.11279 -2.76769 0.34196
C4 -4.01539 -2.28824 -2.68778
H11 -2.48664 2.40805 -1.38161
H12 10.39946 0.18838 -0.91779
H13 -8.40174 -5.56107 -0.46724
H14 -10.13028 -3.57598 -1.99833
C5 8.29647 0.65980 -0.54714
N1 -0.96630 -0.91193 -0.78858
C6 -2.83857 1.55565 -0.80487
H15 -3.04402 -2.05043 0.82387
O1 7.20461 0.81312 -1.46384
H16 6.59142 -3.40597 0.76310
H17 -0.26215 -1.58004 -2.70360
C7 -4.60717 -3.69599 -2.89290
H18 0.06569 -0.44533 1.56237
H19 -8.27028 -5.15027 -2.18103
S1 1.75467 2.46759 0.86388
C8 3.02493 1.65709 1.48596
H20 -4.25012 -0.93892 0.14929
C9 6.69536 -2.32233 0.72393
O2 -3.84356 3.56557 3.78448
H21 -0.81599 -0.04324 -0.25691
F1 -3.97498 -4.38421 -3.80817
H22 -7.41004 -2.94818 -1.66950
H23 7.01315 -1.63588 2.71180
C10 -2.79494 -2.33320 -1.75435
H24 -0.45726 1.43057 -2.16967
C11 -7.64374 -3.57134 -0.80260
C12 -9.77192 -3.22977 0.09992
C13 -8.51314 -4.75450 -1.19583
H25 9.60037 1.45836 -2.84441
C14 5.53796 -0.33030 1.92927
H26 -1.11222 3.48173 3.03076
H27 7.75766 -2.10162 0.62913
C15 -3.19522 -1.08360 0.35054
O3 -3.71039 -1.81102 -3.96729
H28 -3.11698 2.74713 1.46826
H29 4.35216 -1.15719 0.34161
H30 -5.28269 4.89462 3.22101
H31 -4.68285 2.76897 -0.81741
F2 -4.70177 -4.38098 -1.76227
N2 3.13795 0.27552 1.21465
H32 7.23375 -0.44112 -3.09463
H33 9.60696 -0.18358 -3.49615
H34 3.11647 -0.91571 3.02200
H35 4.74659 2.53651 -0.60390
H36 -2.21712 1.39612 0.07709
C16 -4.23919 1.96240 -0.23814
H37 5.08861 -0.09301 2.89153
H38 -2.47391 1.43240 -3.28922
H39 6.34006 0.39524 1.81764
H40 -2.54374 5.21423 3.94737
H41 5.47260 4.63806 -1.77846
H42 -2.76839 -1.61857 -4.03399
C17 4.47858 -0.17980 0.81244
H43 -2.82179 -0.33190 1.04202
H44 2.25488 -2.00902 0.54488
C18 7.65978 0.52157 -2.79265
C19 -9.91117 -4.15635 -1.09890
H45 6.22560 2.46778 1.29540
H46 -4.18072 1.43437 1.86999
C20 0.26617 -1.50386 1.37078
C21 -4.10359 2.32794 1.25330
C22 -2.45908 -1.00590 -1.00546
F3 -5.85677 -3.51728 -3.34235
C23 4.90339 3.45654 -0.03826
H47 7.96154 0.09609 0.32515
O4 -8.40981 -2.78413 0.11451
C24 -5.14212 3.34199 1.75732
H48 -1.95854 -2.76248 -2.31143
H49 -3.99608 0.21149 -1.97566
H50 -4.82445 -1.70455 -2.24371
H51 -5.94627 2.85959 2.31010
H52 7.29823 1.29051 -3.47647
H53 5.85262 4.11657 1.73102
H54 4.85598 0.48033 0.03251
C25 -0.39301 -2.01159 0.05324
C26 2.47354 -0.57177 2.20750
S2 4.15135 2.58380 2.55037
H55 -5.56981 3.96685 0.97335
C27 -2.70409 4.20646 4.33280
Br1 1.65385 -0.34882 -1.76998
H56 6.77603 3.65887 -1.11921
H57 6.22899 5.12925 -0.25910
C28 9.40958 -0.04136 -1.30843
H58 0.38155 -2.52770 -0.50488
H59 9.26894 -1.12460 -1.26645
H60 -3.82338 4.98706 2.23479
H61 -1.81320 2.30132 4.12820
N3 -2.21870 0.49999 -2.98159
H62 -10.43554 -2.36642 0.04599
H63 6.18254 -1.95417 -0.16297
C29 6.15478 -1.73150 2.04485
C30 5.91564 4.27028 -0.85538
C31 -4.49005 4.29369 2.75810
H64 -0.21143 -2.04918 2.18194
H65 -0.25992 0.63629 -3.69752
C32 9.17743 0.45778 -2.72851
C33 5.41459 3.19076 1.36501
H66 1.92621 -2.61449 2.15788
H67 -3.04060 -3.06594 -0.98831
C34 -0.23774 -0.69496 -2.08214
C35 -0.77956 0.55000 -2.74452
H68 -9.96730 -3.76016 1.03747

Values from the calculation:
Orbital gap in Eh: 0.276
E_HOMO in eV: -10.315
LUMO level in eV: -2.79
Charge: +1

Atom charges from the Mulliken analysis, given in e for atoms 1 to 99:
1. H 0.32
2. H 0.10
3. C -1.15
4. H 0.98
5. C -0.83
6. C -0.95
7. H 0.32
8. H 0.31
9. H 0.28
10. H 0.36
11. H 0.37
12. H 0.46
13. H 0.45
14. C -0.11
15. H 0.61
16. H 0.44
17. H 0.32
18. H 0.26
19. C 0.02
20. N 0.97
21. C -0.30
22. H 0.67
23. O -0.24
24. H 0.35
25. H 0.50
26. C 0.59
27. H 0.30
28. H 0.31
29. S -0.21
30. C 0.17
31. H 0.61
32. C -1.02
33. O -0.32
34. H 0.39
35. F -0.29
36. H -0.05
37. H 0.43
38. C -1.93
39. H 0.42
40. C 0.22
41. C -0.53
42. C -0.59
43. H 0.27
44. C -0.71
45. H 0.18
46. H 0.29
47. C -2.16
48. O -0.60
49. H 0.11
50. H 0.55
51. H 0.41
52. H 0.61
53. F -0.27
54. N 0.31
55. H 0.28
56. H 0.38
57. H 0.44
58. H 0.11
59. H 0.05
60. C -0.87
61. H 0.60
62. H 0.51
63. H 0.35
64. H 0.30
65. H 0.39
66. H 0.50
67. C -1.08
68. H 0.19
69. H 0.49
70. C -0.47
71. C -0.53
72. H -0.06
73. H 0.21
74. C -0.83
75. C -0.36
76. C 1.12
77. F -0.28
78. C -0.02
79. H -0.14
80. O -0.44
81. C -0.83
82. H 0.56
83. H 0.43
84. H 0.25
85. H 0.35
86. H 0.28
87. H 0.57
88. H 0.29
89. C -1.19
90. C -1.43
91. S -0.24
92. H 0.39
93. C -0.36
94. Br 0.07
95. H 0.18
96. H 0.41
97. C -0.73
98. H 0.78
99. H 0.24

---

Record 2
Formula: C35H68F2NO8S
Source: OMol25
Level of theory: the ωB97M-V functional and the def2-TZVPD basis

Atoms and positions in Å:
C1 5.59096 -3.46534 -1.94547
C2 5.01469 -0.34068 -6.99642
H1 0.79598 3.36822 8.49473
C3 1.34479 4.46035 10.29244
C4 2.93019 0.72371 -7.34508
H2 -4.61986 0.98779 2.34425
C5 -5.67140 1.57595 -5.99462
C6 1.15949 -1.69321 1.66092
H3 -4.86332 3.25109 1.53230
H4 4.19557 -1.12869 -5.12015
H5 -2.51841 3.32831 7.55525
H6 -5.26098 2.36539 -6.62407
O1 -4.64413 0.61392 -5.73224
H7 0.93277 -0.37738 3.29303
H8 -0.76611 -0.31109 6.50484
H9 2.34534 -0.00016 -7.92165
H10 -7.13241 -1.36690 -6.59343
H11 -0.80505 6.32151 10.33261
C7 -0.00263 4.41797 11.01205
C8 5.63671 -2.07929 -1.31070
H12 -5.61049 1.68389 -0.19695
H13 6.28455 -2.06891 -0.42776
H14 4.82487 1.73543 -7.57059
F1 3.24232 -4.05633 0.46755
H15 7.70443 -1.55487 -3.63296
H16 -2.48999 -0.27680 6.08379
H17 5.64719 -4.26588 -1.20858
O2 -0.35462 5.05959 8.76479
H18 -1.01242 1.47727 8.09032
H19 -6.64095 0.74561 -7.73654
C9 0.68978 -5.73530 -1.37317
H20 -4.54725 2.74326 -1.12757
H21 -3.60672 2.24298 6.67856
H22 4.79477 -1.31350 -7.44138
H23 1.60786 4.91015 8.16132
H24 6.07128 -1.87035 -4.24372
C10 -4.11113 2.64433 1.03224
C11 -5.16206 -0.70570 -5.91386
C12 6.79292 -3.40575 -2.88779
H25 -3.22564 3.26289 0.87123
H26 -2.51319 -0.42762 -4.44503
C13 2.48891 -5.09906 0.09030
H27 -1.07384 -0.61807 -5.46554
H28 2.21224 -1.89156 1.87032
H29 -2.27424 3.03912 4.84174
C14 -1.93628 1.20349 7.57607
H30 -5.99097 2.01979 -5.04550
O3 -1.34776 1.24797 5.28688
O4 -3.29896 0.43123 0.85951
C15 1.05377 -0.74469 -1.64664
C16 -1.72831 2.57892 5.66614
H31 2.64982 -1.79986 -0.51607
H32 7.71450 -3.57886 -2.33028
H33 2.31257 -2.45026 -2.14293
H34 -7.12383 -0.56088 -5.02167
H35 0.75146 -1.69284 -3.58468
H36 1.08569 -0.84667 0.98245
H37 -1.45330 -1.85863 -4.25704
H38 0.02890 4.81069 12.02648
H39 -4.85082 -1.32928 -5.07398
C17 -1.48799 -0.78946 -4.47296
H40 -4.73768 -1.12446 -6.83244
H41 -2.70623 1.19562 -0.96538
C18 0.70854 -0.69890 -3.13697
H42 -1.92151 4.96468 10.10083
C19 -4.58534 2.04653 -0.29236
C20 -0.87113 5.25756 10.08455
H43 -4.05833 0.04595 -1.01970
H44 4.67173 -3.59479 -2.52722
H45 2.42925 1.69024 -7.39404
H46 -1.24243 0.01695 -2.50631
H47 -0.56741 -2.92106 1.20918
S1 0.73172 -3.20931 -0.67703
C21 0.51554 -2.95990 1.09418
H48 4.46507 0.62842 -8.89839
H49 -0.82319 3.16460 5.85280
H50 -0.37439 3.39170 11.05521
C22 -2.56186 2.43836 6.93000
H51 1.85357 5.40326 10.50121
C23 -6.67454 -0.56525 -6.01709
C24 6.72834 -1.96305 -3.37463
H52 4.65531 -1.70909 -1.01364
C25 -0.65403 -0.04157 -3.42459
C26 4.37470 0.77384 -7.82392
H53 -2.95467 1.56034 2.55258
C27 -3.62579 0.87732 -0.46083
H54 -1.43375 -0.30885 3.46288
C28 -1.03994 -1.02579 2.75824
O5 2.97857 0.29476 -5.97874
H55 6.09465 -0.24774 -6.89695
H56 0.63532 -2.02985 3.75410
C29 -6.80962 0.81391 -6.66020
H57 1.47028 -0.08894 -3.61653
H58 6.74690 -4.12598 -3.70185
H59 1.60807 0.13979 -1.33304
H60 -1.21077 -0.62878 1.75360
C30 -3.74809 1.39447 1.82198
H61 -0.49888 0.98481 -3.75988
H62 0.12621 -0.72638 -1.06222
H63 -2.58793 0.70341 8.29011
H64 4.78817 0.54014 -5.02025
C31 1.88231 -1.98159 -1.25673
O6 2.62643 -6.19496 0.46455
C32 4.28740 -0.18828 -5.66719
C33 0.45102 -1.30137 2.96346
H65 0.86239 -3.83391 1.64607
N1 1.56798 -4.68033 -0.89387
C34 0.91320 4.40520 8.83314
H66 -1.60596 -1.95845 2.81139
O7 6.17419 -1.20273 -2.29489
F2 -0.05927 -6.20099 -0.39330
H67 -7.77895 1.28088 -6.49696
C35 -1.62832 0.34182 6.35932
O8 0.62028 -6.03469 -2.49116
H68 2.01362 3.64542 10.56380

Values from the calculation:
Orbital gap in Eh: 0.273
E_HOMO in eV: -10.891
LUMO level in eV: -3.45
Charge: +1

Atom charges from the Mulliken analysis, given in e for atoms 1 to 99:
1. C -0.25
2. C -0.57
3. H 0.10
4. C -0.52
5. C -0.52
6. H 0.29
7. C -0.46
8. C -0.53
9. H 0.42
10. H 0.01
11. H 0.27
12. H 0.27
13. O -0.35
14. H 0.37
15. H 0.30
16. H 0.30
17. H 0.35
18. H 0.28
19. C -0.54
20. C 0.07
21. H 0.26
22. H 0.32
23. H 0.27
24. F -0.14
25. H 0.36
26. H 0.31
27. H 0.39
28. O -0.40
29. H 0.08
30. H 0.26
31. C 0.47
32. H 0.35
33. H 0.30
34. H 0.32
35. H 0.29
36. H -0.13
37. C -0.75
38. C -0.33
39. C -0.77
40. H 0.29
41. H 0.19
42. C 0.44
43. H 0.33
44. H 0.40
45. H 0.23
46. C -0.43
47. H 0.25
48. O -0.34
49. O -0.37
50. C -0.45
51. C -0.36
52. H 0.32
53. H 0.27
54. H 0.76
55. H 0.27
56. H 0.46
57. H 0.25
58. H 0.38
59. H 0.34
60. H 0.26
61. C -1.14
62. H 0.26
63. H 0.05
64. C -0.59
65. H 0.26
66. C -0.56
67. C -0.37
68. H 0.30
69. H 0.09
70. H 0.28
71. H -0.36
72. H 0.52
73. S 0.16
74. C -0.56
75. H 0.35
76. H 0.20
77. H 0.25
78. C -0.47
79. H 0.26
80. C -0.58
81. C -0.04
82. H -0.22
83. C 0.11
84. C -0.62
85. H -0.07
86. C -0.25
87. H -0.01
88. C -0.37
89. O -0.36
90. H 0.36
91. H 0.39
92. C -0.54
93. H 0.08
94. H 0.38
95. H 0.50
96. H 0.00
97. C 0.01
98. H 0.48
99. H 0.00